1.
Formula: C2HCaFO
Source: the OMol25 dataset
Level of theory: ωB97M-V with the def2-TZVPD basis set

As for the charge: +1. The HOMO-LUMO gap (alpha / beta) comes out at 5.63 / 9.76 eV. Its multiplicity is 2.

Element x y z (Å)
H  -1.104  -1.362  0.987
C  -0.316  -0.102  0.164
C  -1.537  -0.666  0.080
O  0.681  0.385  -0.253
F  -2.613  0.089  0.225
Ca  2.157  0.438  -2.037

Here are the Löwdin charges for atoms 1 to 2, given in e: H 0.20; C -0.16

2.
Formula: C2HCl2F3S
Source: the OMol25 dataset
Level of theory: ωB97M-V with the def2-TZVPD basis set

The HOMO-LUMO gap (alpha / beta) comes out at 8.84 / 7.60 eV. As for the energy relative to the best compared isomer or geometry (same formula, charge and spin): 3.501 eV.

Element x y z (Å)
C  -0.936  -0.970  -0.126
C  0.442  1.197  -0.006
F  -1.981  -1.176  0.689
F  -1.321  -1.171  -1.364
F  0.034  -1.927  0.278
S  1.972  0.329  -0.417
Cl  -0.466  2.076  -1.378
Cl  0.107  1.783  1.472
H  2.149  -0.142  0.853

Here are the Löwdin charges for atoms 1 to 2, given in e: C -0.44; C -1.52

3.
Formula: C2HCl2FOS
Source: the OMol25 dataset
Level of theory: ωB97M-V with the def2-TZVPD basis set

Its SMILES is OC(=S)C(F)(Cl)Cl. The HOMO-LUMO gap comes out at 8.57 eV. As for the energy relative to the best compared isomer or geometry (same formula, charge and spin): 0.970 eV.

Element x y z (Å)
O  1.051  -1.160  -0.709
C  0.873  -0.048  0.117
S  2.224  0.798  0.844
C  -0.697  0.326  0.198
F  -1.300  -0.349  -0.964
Cl  -1.429  -0.393  1.552
Cl  -0.898  2.142  -0.054
H  0.176  -1.316  -0.983

Here are the Löwdin charges for atoms 1 to 2, given in e: O 0.02; C -0.76